50
Properties=species:S:1:pos:R:3:forces:R:3:lowdin_charge:R:1 method="wB97M-V/def2-TZVPD" total_charge=-1 e_above_lowest_ev=1.890 lumo_ev=2.813 homo_lumo_gap_ev=9.3 largest_force_ev_per_a=3.1 e_tot_ha=-1167.3831
C 1.093953 -2.374655 0.390977 -1.45 1.25 -0.07 -0.27
O 0.288706 -2.670987 1.501987 -0.04 -1.00 1.50 -0.20
C 1.004383 -0.836290 0.161696 0.95 -0.79 -1.16 -0.17
C -0.137982 -0.563286 -0.861675 0.13 0.19 3.10 -0.19
C -0.066772 0.839267 -1.420826 -1.26 -0.07 -2.14 -0.21
C -2.066829 1.795489 -2.350870 0.30 -1.24 0.20 -0.06
N -1.210900 0.864711 -2.368380 0.23 0.09 0.07 -0.04
H 2.094533 -2.812378 0.525212 -0.13 0.28 -0.07 0.11
H 0.585347 -2.816102 -0.486648 0.75 -0.29 0.09 0.10
H 1.927083 -0.379597 -0.211184 0.23 -0.31 -0.20 0.10
H 0.905227 -0.395323 1.151589 -0.57 0.30 -0.27 0.06
H -1.035036 -0.667857 -0.229206 -0.11 0.12 -0.65 0.09
H -0.218766 -1.373766 -1.601475 0.37 0.70 -0.11 0.10
H 0.823750 0.907339 -2.058072 -0.05 0.22 0.76 0.07
H -0.149441 1.707828 -0.755302 0.38 -0.48 0.41 0.11
H -2.966942 1.511108 -2.902498 -0.03 0.98 -0.14 0.06
H -1.967728 2.686333 -1.725565 -0.27 0.07 0.03 0.07
H 2.365886 3.320131 -1.134318 0.07 -0.48 0.53 0.04
H 3.406392 2.124936 -1.349825 -0.49 0.26 0.52 0.05
O 2.990816 2.906053 -1.732069 0.44 0.25 -0.88 -0.06
H 2.317256 -1.213281 2.524592 -0.23 -0.17 -0.06 0.02
H 2.257897 -0.125041 3.593254 -0.29 0.02 0.03 0.03
O 2.797554 -0.457605 2.871810 0.50 0.14 0.11 -0.05
H 2.594791 1.671131 1.991818 0.21 -0.11 -0.10 0.00
H 1.112090 1.780128 2.026785 0.30 0.19 -0.11 -0.01
O 1.898924 2.255461 1.674399 -0.41 -0.08 0.07 -0.09
H 2.042453 -1.688187 -3.711731 -0.17 0.08 0.02 0.02
H 0.740805 -2.527869 -3.758002 -0.17 0.26 -0.01 0.02
O 1.688538 -2.581671 -3.638632 0.40 -0.23 0.01 -0.06
H -3.267707 -2.211582 -0.306785 0.40 -0.31 -0.15 0.01
H -2.866586 -1.961024 -1.798612 0.22 -0.25 0.02 0.02
O -3.284474 -1.570871 -1.033666 -0.64 0.48 0.29 -0.07
H -3.143796 0.934737 0.970697 0.03 0.08 -0.07 0.06
H -1.896143 0.393010 1.638963 -0.31 -0.10 -0.01 0.00
O -2.306880 1.237031 1.341084 -0.06 -0.29 -0.08 -0.08
H -1.463400 -3.512413 1.158499 -0.10 -0.12 -0.04 0.01
H -2.434183 -2.591584 1.795375 0.07 -0.53 -0.46 0.00
O -2.428389 -3.445903 1.283410 -0.23 0.39 0.07 -0.12
H -1.730860 2.889230 0.829639 0.63 0.08 0.52 -0.02
H -0.641643 4.063837 1.171386 -0.45 -0.83 -0.12 0.03
O -1.498480 3.834934 0.778812 -0.08 0.76 -0.36 -0.10
H -0.791169 1.408220 2.920459 0.03 0.30 0.29 0.02
H -0.488298 -0.062758 2.822124 0.35 0.59 0.40 0.01
O -0.058284 0.815207 3.126039 -0.36 -0.58 -0.35 -0.12
H 2.727183 1.823262 -3.388985 0.05 -0.23 0.05 0.01
H 1.547965 0.910453 -3.461201 -0.14 -0.13 -0.26 0.00
O 2.482538 0.927486 -3.679306 0.20 0.20 -0.26 -0.08
H -1.631879 -1.531628 3.319250 -0.23 0.22 0.05 0.03
H -0.394235 -1.996424 1.990959 0.63 -0.14 -1.53 0.03
O -1.547284 -1.239221 2.404020 0.41 0.27 0.54 -0.33

=====

49
Properties=species:S:1:pos:R:3:forces:R:3:lowdin_charge:R:1 method="wB97M-V/def2-TZVPD" total_charge=0 e_above_lowest_ev=0.273 lumo_ev=0.028 homo_lumo_gap_ev=9.2 largest_force_ev_per_a=1.9 e_tot_ha=-1112.5312
C 0.075838 -0.547018 0.012180 0.28 0.17 -0.46 -0.04
C -0.051774 -0.469616 1.507706 -1.54 -0.12 -0.09 -0.35
C 0.725968 -1.139030 2.360607 -0.61 0.62 -0.56 0.06
C -1.821092 0.046016 3.196291 -0.52 0.72 0.05 0.02
C -1.296776 0.235449 1.991254 1.05 -0.19 0.63 -0.14
H 1.092009 -0.323704 -0.283540 0.30 0.39 -0.23 0.06
H -0.647582 0.043579 -0.568771 0.37 0.24 0.51 0.08
H -0.062060 -1.561354 -0.353146 -0.07 -0.13 0.35 0.04
H 1.667695 -1.510121 2.023468 0.37 -0.68 0.02 0.06
H 0.364811 -1.275975 3.363813 0.61 0.14 0.42 0.06
H -1.398087 -0.564821 3.969568 0.05 -0.58 0.03 0.05
H -2.679359 0.628848 3.513348 -0.01 0.01 -0.05 0.06
H -1.656770 1.066160 1.400453 -0.26 -0.42 -0.52 0.07
H 2.182801 -3.719487 -0.918859 0.58 -0.28 0.32 0.06
H 1.058914 -3.298575 -1.787551 0.01 0.42 -0.25 0.04
O 1.805468 -2.928637 -1.295199 -0.57 -0.25 -0.17 -0.03
H 3.398507 2.815047 -0.754158 0.00 0.13 0.18 0.07
H 2.474304 1.642023 -0.904592 -0.06 -0.34 0.00 0.02
O 2.526563 2.506488 -0.486501 0.07 0.20 -0.35 -0.04
H 2.575981 -1.153424 -1.875973 0.83 -0.80 0.36 -0.01
H 2.382747 -0.016216 -2.668982 1.18 0.60 -0.58 0.00
O 3.155277 -0.516093 -2.321338 -1.68 0.20 -0.15 -0.08
H 4.254619 -0.187020 -0.572758 -0.21 -0.03 -0.28 0.03
H 3.611062 -0.860400 0.628335 -0.04 -0.46 0.17 0.02
O 3.819537 -0.004902 0.266067 0.23 0.47 0.45 -0.06
H -1.800293 3.376414 -0.950436 0.14 0.14 0.22 0.05
H -1.482412 3.237684 0.593798 -0.18 0.14 -0.14 0.00
O -1.999717 2.870348 -0.157205 0.20 0.12 -0.25 -0.09
H -2.177046 -0.944834 -3.547336 0.30 0.31 -0.09 0.07
H -1.318937 -1.667359 -2.540599 0.57 0.38 -0.41 0.00
O -1.330198 -0.852396 -3.085916 -0.59 -0.51 0.18 -0.06
H -0.815371 -3.465305 -0.881408 -0.13 -0.19 -0.05 0.03
H -2.003484 -2.698239 -1.299580 0.19 -0.78 -0.03 0.06
O -1.301235 -3.263098 -1.693723 -0.43 0.56 0.51 -0.07
H -2.996362 -2.292281 1.247919 -0.72 -0.29 -0.36 0.05
H -1.602428 -2.310216 1.511645 0.33 -0.70 -0.37 0.02
O -2.250262 -2.858822 1.020360 0.41 1.08 0.73 -0.05
H 0.470567 -0.054039 -3.409674 0.48 0.65 -0.16 0.03
H 0.337657 1.220271 -4.125232 0.37 0.39 0.00 0.05
O 1.020476 0.738199 -3.642451 -1.16 -1.03 0.12 -0.08
H -0.119928 3.151700 2.170192 -0.18 -0.28 0.42 0.01
H -1.607162 2.951552 2.722231 0.21 -0.38 0.26 0.03
O -1.021875 3.533529 2.242552 0.22 0.71 -0.46 -0.06
H 1.875349 1.781575 2.586788 -0.27 0.19 -0.04 0.06
H 1.990943 2.322970 1.152778 -0.33 0.37 0.23 0.01
O 1.489464 2.443321 1.996405 0.54 -0.46 -0.09 -0.07
H -4.133988 1.632543 0.112202 0.84 0.24 -0.47 0.03
H -2.979251 1.248367 -0.939308 0.02 0.76 0.64 -0.01
O -3.803111 0.990897 -0.525719 -1.18 -1.45 -0.19 -0.09

=====

50
Properties=species:S:1:pos:R:3:forces:R:3:lowdin_charge:R:1 method="wB97M-V/def2-TZVPD" total_charge=+1 e_above_lowest_ev=2.489 lumo_ev=-2.407 homo_lumo_gap_ev=8.9 largest_force_ev_per_a=1.8 e_tot_ha=-1071.9832
C -0.551551 1.897749 1.145210 0.06 0.53 0.76 -0.23
N 0.611632 2.611837 0.661917 -0.14 -1.24 -0.25 -0.06
C 1.934501 2.001236 0.728419 -0.26 0.88 -0.95 -0.24
C 2.758812 2.336377 1.956859 0.85 -0.24 0.10 -0.16
C 2.343312 1.650384 3.264194 -1.18 -0.35 -0.24 -0.21
O 1.492636 0.497036 3.002774 0.61 0.14 0.22 -0.10
C -1.584682 1.821656 0.014376 0.15 1.20 1.30 -0.15
N -1.120054 0.735544 -0.867170 -0.65 -0.34 0.17 0.19
H -0.945927 2.327492 2.074038 -0.47 0.47 -0.30 0.13
H -0.276982 0.921572 1.548287 0.27 -0.15 -0.62 0.09
H 0.539019 3.612275 0.625073 0.20 0.07 0.22 0.12
H 2.475347 2.342613 -0.163764 0.16 0.26 0.25 0.11
H 1.839947 0.941245 0.490727 -0.09 -0.13 0.62 0.11
H 2.759423 3.418300 2.112732 -0.14 0.00 -0.07 0.11
H 3.799887 2.111879 1.693423 -0.04 -0.20 0.21 0.11
H 3.164803 1.320108 3.894814 0.25 0.26 -0.11 0.11
H 1.716578 2.318975 3.856707 0.12 0.06 0.01 0.11
H 2.040871 -0.275391 3.163271 -0.19 -0.14 -0.07 0.08
H -1.601312 2.825392 -0.408349 0.35 -0.35 -0.89 0.13
H -2.613685 1.703812 0.336488 0.19 -0.84 -0.01 0.08
H -0.240685 0.917719 -1.351775 0.01 0.22 -0.07 0.13
H -0.983224 -0.063972 -0.237470 0.01 -0.08 -0.05 0.13
H -1.778714 0.405308 -1.572496 0.10 0.28 -0.25 0.15
H -4.270741 1.027117 1.070788 -0.04 -0.36 0.21 0.01
H -5.182204 1.538201 0.007537 -0.34 -0.19 -0.13 0.05
O -4.931015 0.713815 0.442279 0.27 0.41 -0.02 -0.06
H -1.265567 -4.608282 -0.939212 -0.03 -0.07 -0.02 0.06
H 0.200177 -4.881420 -0.582203 0.10 0.07 0.09 0.02
O -0.408105 -4.797711 -1.330396 0.01 0.03 -0.03 -0.04
H -2.139457 -0.527172 2.381806 0.25 0.01 -0.01 0.07
H -2.783887 -1.413446 1.344912 0.17 0.11 0.16 0.02
O -2.142805 -0.678481 1.429723 -0.31 -0.20 -0.06 -0.06
H 0.502251 2.456029 -4.514855 0.36 0.50 -0.09 0.06
H 1.459475 2.780159 -3.268044 0.16 0.14 -0.51 0.05
O 0.744533 2.242829 -3.613446 -0.59 -0.70 0.60 -0.04
H 0.003441 -1.233297 -3.337510 -0.14 0.45 0.14 0.01
H 0.321340 0.314575 -3.499720 -0.10 0.19 -0.24 -0.01
O -0.337282 -0.319579 -3.190753 0.13 -0.46 0.06 -0.08
H 2.162722 -0.264168 -2.816677 0.35 -0.55 0.10 0.00
H 3.659539 -0.044657 -2.285195 -0.17 -0.54 -0.13 0.05
O 2.833530 0.362880 -2.546826 -0.13 1.07 0.17 -0.04
H -4.283575 -3.102184 1.153775 -0.09 -0.15 0.11 0.06
H -4.787667 -2.035492 2.107322 -0.06 -0.10 0.08 0.06
O -4.069436 -2.671574 1.990282 -0.02 0.26 -0.36 -0.04
H 0.195511 -3.569663 -2.596720 -0.30 0.26 -0.05 0.02
H 1.560248 -3.028677 -2.836158 0.08 0.26 -0.25 0.06
O 0.643462 -2.829560 -3.059524 0.33 -0.69 0.30 -0.06
H 2.657756 -4.782537 0.261192 -0.13 0.06 -0.23 0.05
H 2.025682 -4.595512 1.597276 -0.33 0.08 0.04 0.05
O 1.852140 -4.431324 0.662052 0.39 -0.21 0.09 -0.05